{
  "formula": "C20H18ClN3O6Pd",
  "method": "ωB97M-V with the def2-TZVPD basis set",
  "elements": ["Pd", "O", "C", "O", "C", "C", "C", "C", "C", "N", "C", "O", "O", "H", "H", "H", "H", "Cl", "C", "C", "C", "C", "C", "C", "C", "O", "O", "H", "H", "H", "H", "N", "C", "N", "C", "C", "C", "C", "C", "H", "H", "H", "H", "H", "H", "H", "H", "H", "H"],
  "positions_angstrom": [[1.046681, -0.168563, -0.238308], [3.717936, 2.337102, 2.200447], [2.834608, 1.679959, 1.483837], [3.000868, 0.554850, 1.048654], [1.564623, 2.442124, 1.256316], [1.290112, 3.713493, 1.720977], [0.044537, 4.262830, 1.421463], [-0.875486, 3.533703, 0.685055], [-0.516427, 2.267302, 0.246823], [0.673798, 1.760253, 0.537673], [-1.443653, 1.352528, -0.540235], [-2.623181, 1.621729, -0.626608], [-0.890116, 0.286021, -1.039780], [4.518752, 1.798350, 2.318816], [2.025221, 4.255263, 2.298119], [-0.202190, 5.256734, 1.769296], [-1.857290, 3.915526, 0.442351], [0.563782, -3.360401, -7.816392], [0.510067, -3.116300, -6.166288], [1.307331, -3.938697, -5.319948], [1.265594, -3.737957, -3.974680], [0.437169, -2.718893, -3.442835], [-0.368113, -1.912695, -4.291515], [-0.330535, -2.098212, -5.638185], [0.391716, -2.462814, -1.964823], [-0.589306, -2.883382, -1.362666], [1.388859, -1.806483, -1.533365], [1.933595, -4.700133, -5.764105], [1.869359, -4.340258, -3.309424], [-0.993419, -1.147257, -3.847805], [-0.917546, -1.495104, -6.316981], [-0.192571, -1.315407, 1.197820], [-1.220631, -1.822596, 1.052856], [-2.394882, -2.395763, 0.881389], [-2.754792, -3.598819, 1.638566], [-3.921659, -4.305303, 0.972511], [-3.670378, -4.363983, -0.534638], [-3.675305, -2.960574, -1.144819], [-3.316668, -1.858974, -0.115439], [-2.983967, -3.272054, 2.662740], [-1.854866, -4.218534, 1.690377], [-4.861846, -3.794711, 1.191998], [-3.993353, -5.298795, 1.412772], [-4.425424, -4.983454, -1.014031], [-2.700230, -4.834642, -0.711231], [-4.659096, -2.694633, -1.529028], [-2.952505, -2.889210, -1.955673], [-4.215144, -1.590701, 0.456960], [-2.885045, -0.971804, -0.570927]],
  "forces_ev_per_angstrom": [[-0.1, 0.1, 0.0], [0.0, 0.0, 0.0], [0.0, -0.1, 0.1], [0.0, 0.1, 0.0], [0.0, 0.0, 0.0], [0.0, 0.0, 0.0], [0.0, 0.0, 0.0], [0.0, 0.0, 0.0], [0.0, 0.0, 0.0], [0.0, 0.0, 0.0], [-0.2, -0.1, 0.0], [0.1, 0.0, 0.0], [0.1, -0.1, 0.0], [0.0, 0.0, 0.0], [0.0, 0.0, 0.0], [0.0, 0.0, 0.0], [0.0, 0.0, 0.0], [0.0, 0.0, 0.0], [0.0, -0.1, 0.0], [0.0, 0.0, 0.0], [0.0, 0.0, 0.0], [0.0, -0.1, 0.0], [0.0, 0.0, 0.0], [0.0, 0.0, 0.0], [0.2, 0.2, 0.0], [-0.1, -0.1, 0.1], [-0.1, -0.1, -0.1], [0.0, 0.0, 0.0], [0.0, 0.0, 0.0], [0.0, 0.0, 0.0], [0.0, 0.0, 0.0], [0.0, 0.0, 0.0], [-0.1, -0.1, 0.1], [0.0, 0.2, -0.2], [0.0, -0.1, 0.1], [0.0, 0.0, 0.0], [0.0, 0.0, 0.0], [0.0, 0.0, -0.1], [0.0, -0.1, 0.1], [0.0, 0.0, 0.0], [0.0, 0.0, 0.0], [0.0, 0.0, 0.0], [0.0, 0.0, 0.0], [0.0, 0.0, 0.0], [0.0, 0.0, 0.0], [0.0, 0.0, 0.0], [0.0, 0.0, 0.0], [0.0, 0.0, 0.0], [0.0, 0.1, 0.0]],
  "spin_multiplicity": 5,
  "s2": 6.04,
  "e_tot_ha": -1976.0567,
  "charge": 2,
  "de_lowest_kj_mol": 0.0,
  "homo_energy_ev": [-14.5, -15.2],
  "gap_ev": [8.8, 5.2]
}

---

{
  "formula": "C4H8O2",
  "method": "ωB97M-V with the def2-TZVPD basis set",
  "elements": ["O", "C", "C", "C", "O", "C", "H", "H", "H", "H", "H", "H", "H", "H"],
  "positions_angstrom": [[-0.276342, 1.908499, -0.996896], [0.277899, 0.845665, -0.796565], [-0.029931, 0.074496, 0.414729], [0.365582, -1.372045, 0.696307], [-0.488714, -1.880907, -0.334482], [-1.151774, -0.640166, -0.497553], [1.108093, 2.375602, 0.358476], [0.889890, 0.317441, -1.545919], [-0.274700, 0.693597, 1.286521], [1.583834, 1.977772, 0.767815], [-0.028328, -1.674335, 1.678091], [1.400414, -1.721695, 0.608507], [-1.240839, -0.427514, -1.579840], [-2.135083, -0.476409, -0.059189]],
  "forces_ev_per_angstrom": [[0.4, -0.2, -0.5], [0.4, 0.6, -0.2], [-0.8, -0.1, -0.4], [0.2, -0.1, 0.1], [-0.2, -0.6, 0.1], [-0.5, -0.2, 0.4], [0.5, 0.3, 0.5], [0.1, 0.2, -0.2], [-0.4, -0.2, -0.6], [0.3, 0.4, 0.3], [0.2, 0.1, -0.1], [-0.1, 0.2, -0.2], [0.1, 0.2, 0.6], [-0.2, -0.6, 0.2]],
  "spin_multiplicity": 1,
  "e_tot_ha": -307.5463,
  "charge": 0,
  "de_lowest_kj_mol": 436.2,
  "smiles": "O=CC1COC1.[H][H]",
  "homo_energy_ev": -9.6,
  "gap_ev": 10.6
}